8
Properties=species:S:1:pos:R:3:forces:R:3:lowdin_charge:R:1 method="wB97M-V/def2-TZVPD" max_force_ha_per_bohr=0.0872 de_lowest_kcal_mol=65.8 total_energy_ha=-522.2121 multiplicity=1
C -1.510 0.721 0.147 1.071 4.353 -0.035 -0.6803
N 1.637 -0.375 -0.238 1.600 0.672 -1.335 -0.0939
N 0.705 -1.133 0.254 -1.474 -1.270 0.136 -0.0447
O -1.393 1.908 0.120 -0.415 -3.944 0.035 -0.0316
I -3.280 -0.505 0.045 -0.783 -0.431 -0.055 0.6851
H 2.046 -0.555 -1.164 -0.597 -0.877 0.709 0.1028
H 1.688 0.603 -0.115 -0.325 1.307 0.836 0.0677
H 0.108 -0.664 0.952 0.922 0.190 -0.291 -0.0052


15
Properties=species:S:1:pos:R:3:forces:R:3:lowdin_charge:R:1 method="wB97M-V/def2-TZVPD" max_force_ha_per_bohr=0.1190 de_lowest_kcal_mol=11.5 total_energy_ha=-802.9266 multiplicity=1
C 1.514 -0.467 0.506 -2.176 2.005 -3.956 -0.2037
P -0.237 0.432 0.411 1.428 -1.261 -0.463 0.3654
C -1.167 -1.096 0.044 -3.394 3.603 1.323 -0.2583
C -0.025 1.508 -1.050 -3.224 -4.476 -2.644 -0.2891
P -0.987 1.660 1.894 -0.552 -0.742 0.771 0.3350
H 2.254 0.313 0.508 0.556 -0.153 0.425 0.0284
H 1.428 -1.133 1.248 0.266 -1.843 3.556 -0.0307
H 1.610 -1.165 -0.371 -0.022 1.106 0.240 0.0559
H -2.298 -0.914 0.028 1.366 0.183 0.644 0.0806
H -1.077 -1.374 -0.922 1.423 -1.741 -2.893 -0.0015
H -0.957 -1.682 0.872 0.493 -1.905 0.960 0.0139
H -1.142 1.632 -1.482 2.746 -0.121 0.745 0.1024
H 0.274 2.364 -0.630 1.378 3.594 1.012 -0.0473
H 0.686 1.021 -1.794 -0.969 0.976 0.859 0.0681
H -1.676 0.531 2.574 0.680 0.775 -0.579 -0.2190


56
Properties=species:S:1:pos:R:3:forces:R:3:lowdin_charge:R:1 method="wB97M-V/def2-TZVPD" max_force_ha_per_bohr=0.0098 de_lowest_kcal_mol=1.2 total_energy_ha=-2424.6838 multiplicity=1
Tl 0.537 -0.133 0.205 -0.167 0.283 -0.385 1.2966
O 2.387 3.638 -4.534 -0.035 -0.002 -0.024 0.0949
C 2.007 2.834 -3.523 0.040 -0.021 0.058 -0.2718
C 2.751 2.713 -2.346 -0.074 0.026 -0.056 0.0753
C 2.269 1.870 -1.371 0.049 0.099 0.070 -0.1807
N 1.151 1.175 -1.545 0.364 -0.080 0.225 0.0568
C 0.431 1.271 -2.660 -0.155 -0.068 0.048 -0.1506
C 0.822 2.118 -3.675 -0.030 0.007 -0.017 0.0898
C -0.858 0.419 -2.694 0.064 0.119 -0.163 -0.6459
O -1.746 0.841 -3.430 -0.011 -0.048 0.045 0.0364
O -0.821 -0.587 -1.936 0.062 0.013 0.121 -0.0810
C 2.961 1.719 -0.018 -0.231 -0.223 0.194 -0.5880
O 3.956 2.370 0.209 0.022 0.046 -0.086 0.0904
O 2.389 0.896 0.814 -0.254 -0.073 -0.272 -0.1344
H 3.226 4.064 -4.326 0.032 0.008 0.013 0.1188
H 3.669 3.259 -2.171 0.000 -0.009 0.006 0.1343
H 0.213 2.211 -4.562 0.000 -0.007 0.003 0.1394
F -5.487 -0.306 3.013 -0.029 -0.080 0.013 0.1553
C -5.094 0.872 2.567 -0.096 0.022 -0.061 -0.1257
C -5.983 1.669 1.957 0.030 -0.081 0.061 -0.1296
F -7.228 1.247 1.814 -0.072 -0.006 0.005 0.1484
C -5.633 2.970 1.418 -0.132 0.119 -0.102 -0.0060
C -4.264 3.368 1.673 0.125 -0.006 0.038 -0.1357
C -3.373 2.566 2.267 -0.021 0.092 -0.103 -0.1453
F -2.166 3.039 2.536 0.097 0.007 -0.007 0.1447
C -3.692 1.217 2.687 0.154 -0.155 0.123 0.0028
C -2.749 0.343 3.128 -0.192 0.240 -0.002 -0.1122
C -1.347 0.604 3.000 0.171 -0.064 -0.027 -0.1511
N -0.212 0.701 2.844 -0.070 0.044 0.073 0.2232
C -3.037 -0.940 3.692 -0.005 -0.119 -0.055 -0.1716
N -3.183 -1.972 4.174 -0.019 0.012 0.058 0.2255
F -3.890 4.597 1.337 0.037 0.039 -0.023 0.1320
C -6.515 3.759 0.744 0.128 -0.150 0.083 -0.1184
C -6.159 5.017 0.159 0.032 0.145 -0.024 -0.1669
N -5.941 6.026 -0.343 0.002 -0.030 -0.003 0.2085
C -7.888 3.416 0.521 -0.109 -0.045 -0.023 -0.1638
N -8.999 3.224 0.302 0.012 -0.001 0.010 0.2134
C -1.193 4.962 -1.196 -0.008 -0.008 -0.040 -0.0271
N -0.860 3.802 -0.390 -0.054 -0.060 0.097 -0.1523
C 0.196 3.969 0.596 0.027 -0.040 -0.008 -0.0093
C -1.546 2.666 -0.511 -0.032 -0.029 -0.126 -0.3007
O -1.324 1.614 0.095 0.089 0.061 0.296 -0.0715
H -0.306 5.309 -1.728 0.002 -0.009 -0.002 0.0941
H -1.566 5.774 -0.569 -0.002 0.004 0.017 0.0940
H -1.952 4.697 -1.929 -0.009 0.002 0.014 0.0963
H 1.143 4.194 0.105 0.044 -0.020 -0.027 0.0968
H 0.297 3.064 1.188 0.008 -0.028 -0.022 0.0763
H -0.054 4.799 1.259 -0.024 0.000 0.002 0.1016
H -2.379 2.728 -1.225 0.069 -0.047 -0.063 0.1576
C -1.520 -3.840 -0.213 -0.047 0.045 0.015 -0.0006
O -0.513 -2.825 0.021 0.237 0.038 -0.048 -0.0853
C -0.922 -1.711 0.584 0.082 -0.008 0.054 -0.5556
O -1.968 -1.501 1.111 -0.069 0.050 0.009 0.0784
H -2.097 -3.540 -1.084 -0.033 -0.028 0.019 0.1077
H -2.160 -3.948 0.658 -0.009 0.009 0.026 0.0951
H -0.969 -4.754 -0.405 0.011 0.014 -0.027 0.0968


Question: Which value of multiplicity does entry 1 give?
Answer: 1